Arrangement A

Formula: C6H9N3
Source: OMol25
Level of theory: wB97M-V/def2-TZVPD

Each line ends with the natural charge from an NBO analysis.
CARTESIAN COORDINATES (ANGSTROEM)
N  1.53855  1.45409  -0.37947  -0.575
N  -1.82666  0.39240  -0.04247  -0.220
N  -2.09630  -0.94087  -0.26474  -0.443
C  -0.61497  0.53468  0.25598  0.201
C  1.45251  -0.84213  1.03792  -0.422
C  -0.76983  -1.60623  -0.42752  -0.244
C  0.24049  -0.62992  0.06194  -0.176
C  1.60601  -0.03459  -0.28834  -0.039
C  0.27970  1.78780  0.28980  -0.278
H  -0.56306  -1.80691  -1.45707  0.187
H  -0.77254  -2.56239  0.05260  0.208
H  0.53062  2.06589  1.31606  0.199
H  1.94391  -1.86954  0.96873  0.231
H  -2.68770  -1.10528  -1.11713  0.366
H  -0.02978  2.72169  -0.09251  0.222
H  2.23906  -0.37800  -1.06826  0.209
H  1.36951  1.62345  -1.36276  0.349
H  1.49738  -0.28595  1.98848  0.226

## Properties
HOMO-LUMO gap: 9.04 eV
Structure (SMILES): C1N[C@H]2C[C@]23CNN=C13
LUMO energy: 0.936 eV


Arrangement B

Formula: C6H9N3
Source: OMol25
Level of theory: wB97M-V/def2-TZVPD

Each line ends with the natural charge from an NBO analysis.
CARTESIAN COORDINATES (ANGSTROEM)
N  -0.00312  1.38671  0.18916  -0.507
N  1.38837  1.42815  -0.27295  -0.433
N  -0.35233  -0.90571  -0.36077  -0.483
C  -2.98925  -0.57729  -0.04581  -0.290
C  -2.24764  0.50649  0.06402  -0.294
C  1.93923  -0.80462  0.80578  -0.447
C  1.04518  -0.98295  -0.47678  -0.085
C  1.99274  0.10487  -0.32681  -0.105
C  -0.83370  0.30688  -0.13812  0.370
H  1.38586  -0.51796  1.72415  0.225
H  1.28633  1.75887  -1.25878  0.351
H  -2.82016  1.49986  0.08542  0.225
H  2.90655  -0.00392  -0.99188  0.223
H  -4.07505  -0.52683  0.15900  0.194
H  2.80753  -1.44059  1.16385  0.228
H  1.34024  -1.78178  -1.21221  0.201
H  -0.26661  2.05876  0.98228  0.405
H  -2.50416  -1.50895  -0.08957  0.222

## Properties
HOMO-LUMO gap: 8.92 eV
Structure (SMILES): C=CC1=N[C@@H]2C[C@@H]2NN1
LUMO energy: 0.720 eV


Stability check: which of them is least stable? arrangement B.


Arrangement A

Formula: C6H9N3
Source: OMol25
Level of theory: wB97M-V/def2-TZVPD

Each line ends with the natural charge from an NBO analysis.
CARTESIAN COORDINATES (ANGSTROEM)
N  1.31330  -1.56402  0.16267  -0.495
N  -1.00565  -1.27289  0.11902  -0.600
N  -2.45891  0.39908  -0.67172  -0.706
C  1.98439  0.48694  -0.65812  -0.236
C  -2.22220  -0.69530  -0.08568  0.285
C  0.51231  0.57853  -0.47318  -0.350
C  0.22477  1.20333  0.90693  -0.576
C  0.24218  -0.88159  -0.20151  0.457
C  2.42714  -0.73137  -0.26806  -0.047
H  2.60454  1.32732  -0.93182  0.214
H  -0.04513  1.01213  -1.27311  0.264
H  3.48776  -0.95090  -0.31397  0.214
H  0.42406  2.24326  0.89020  0.212
H  -3.04847  -1.33565  0.22343  0.157
H  0.92428  0.69389  1.56207  0.218
H  -3.46556  0.58891  -0.72812  0.354
H  -0.85288  1.13672  1.27606  0.219
H  -1.04591  -2.23841  0.46490  0.414

## Properties
HOMO-LUMO gap: 8.96 eV
Structure (SMILES): [H]/N=C/NC1=NC=C[C@@H]1C
LUMO energy: 0.776 eV


Arrangement B

Formula: C6H9N3
Source: OMol25
Level of theory: wB97M-V/def2-TZVPD

Each line ends with the natural charge from an NBO analysis.
CARTESIAN COORDINATES (ANGSTROEM)
N  1.76065  -0.88458  -0.18114  -0.223
N  2.99801  0.78202  0.69940  -0.240
N  2.10246  0.40433  -0.24030  -0.187
C  2.53617  -1.37912  0.78441  -0.104
C  3.24826  -0.32116  1.38641  -0.096
C  -1.96655  0.24690  -0.44877  0.022
C  -3.35172  -0.20285  -0.68061  -0.439
C  -1.17999  1.24524  0.21946  -0.645
C  -2.02453  -0.74732  -1.28954  -0.183
H  2.61720  -2.40342  0.77323  0.216
H  -1.54381  -1.34739  -2.03101  0.227
H  -4.03135  0.26558  -1.41099  0.166
H  -4.05617  -0.79120  -0.04510  0.181
H  3.95594  -0.53690  2.18073  0.222
H  -0.10264  0.99650  -0.05302  0.210
H  -1.28771  2.17506  -0.16897  0.224
H  1.74970  1.18546  -0.77954  0.417
H  -1.42392  1.31285  1.28533  0.233

## Properties
HOMO-LUMO gap: 9.86 eV
Structure (SMILES): c1cn[nH]n1.CC1=CC1
LUMO energy: 1.002 eV


Stability check: which of them is least stable? arrangement B.


Arrangement A

Formula: C5H8NO3
Source: OMol25
Level of theory: wB97M-V/def2-TZVPD

Each line ends with the natural charge from an NBO analysis.
CARTESIAN COORDINATES (ANGSTROEM)
O  0.99151  -0.23049  1.19567  -0.501
O  2.55813  -1.40279  0.18680  -0.449
O  -0.40986  1.40715  1.79273  -0.633
N  -1.29746  -0.15806  0.18582  -0.603
C  1.95156  -0.37545  0.24379  0.741
C  0.59783  1.40970  -0.46341  -0.224
C  -1.14741  -1.28448  -0.77302  -0.472
C  0.06084  0.71764  0.77345  0.692
C  1.66660  0.70030  -0.83934  -0.224
H  -1.78969  -0.62580  0.92999  0.432
H  -1.92031  0.63325  -0.24797  0.442
H  -0.79124  -2.26459  -0.36526  0.263
H  -0.42904  -0.88395  -1.60161  0.239
H  -2.17996  -1.59193  -1.18438  0.255
H  -0.01279  2.14495  -0.89691  0.253
H  -0.33402  0.79806  2.54673  0.513
H  2.48532  1.00651  -1.48308  0.276

## Properties
HOMO-LUMO gap: 10.58 eV
Structure (SMILES): C[NH2+][C@]1(O)C=CC(=O)O1
Charge: +1
LUMO energy: -4.598 eV


Arrangement B

Formula: C5H8NO3
Source: OMol25
Level of theory: wB97M-V/def2-TZVPD

Each line ends with the natural charge from an NBO analysis.
CARTESIAN COORDINATES (ANGSTROEM)
O  2.43296  0.54400  0.12756  -0.809
O  5.27880  1.19205  0.05385  0.077
O  5.06084  -1.02962  -0.33185  0.050
N  5.20387  0.07291  -0.09565  0.850
C  0.07830  0.24740  0.05876  0.459
C  -1.12105  -0.61090  0.00924  -0.715
C  1.56102  -0.30641  0.07929  0.283
C  -0.06509  1.71068  0.05294  -0.734
C  1.54763  -1.64837  0.09367  -0.443
H  0.63150  -2.16020  -0.03574  0.200
H  0.67458  2.30437  0.62373  0.291
H  -1.03986  2.04122  0.14336  0.234
H  -1.86151  0.02121  -0.52955  0.245
H  -1.23538  -0.79466  1.00543  0.275
H  -0.85270  -1.46462  -0.57832  0.249
H  2.45396  -2.12136  0.24802  0.187
H  0.23193  1.85323  -1.00697  0.303

## Properties
HOMO-LUMO gap (spin up / spin down): 4.45 / 4.46 eV
Charge: +1
LUMO energy (spin up / spin down): -7.046 / -7.046 eV


Stability check: which of them is least stable? arrangement B.